# 1
40
Properties=species:S:1:pos:R:3 method="wB97M-V/def2-TZVPD" smiles="CC1(C)CCCC(C)(C)N1O.O=C1OCCO1"
C -0.49108 -5.36837 0.73007
C -1.67201 -6.04703 -0.08236
O -1.13046 -7.35944 -0.05914
C -0.31196 -7.52959 0.98417
O 0.20526 -8.54490 1.35161
O -0.16431 -6.39407 1.65493
H -0.79128 -4.49774 1.31314
H 0.30466 -5.08794 0.03994
H -1.79972 -5.76592 -1.12772
H -2.53942 -5.92035 0.56545
C -1.86328 1.05461 1.24721
C -0.93617 1.74238 0.20586
C -1.11062 3.31427 0.13522
C -0.07316 4.00144 -0.63801
C 1.28345 3.55203 -0.21619
C 1.59630 2.03118 -0.26852
N 0.48090 1.33241 0.45894
O 0.65001 -0.05070 0.45053
C 1.74055 1.70479 -1.76926
C 2.95889 1.82832 0.44089
C -1.45509 1.23263 -1.16460
H -1.67018 -0.01526 1.32589
H -1.62125 1.60226 2.15803
H -2.92810 1.28111 1.19284
H -2.05567 3.76510 -0.16765
H -0.95292 3.73388 1.12880
H -0.27210 4.02730 -1.70939
H -0.25707 5.06918 -0.51878
H 1.44583 3.89155 0.80678
H 2.03998 4.03358 -0.83576
H 0.93573 2.24110 -2.27200
H 1.52095 0.63758 -1.79992
H 2.76171 1.94561 -2.06476
H 3.68719 2.55826 0.08752
H 3.29058 0.79255 0.36831
H 2.73100 1.99421 1.49382
H -1.01230 1.61458 -2.08446
H -1.34810 0.14793 -1.17321
H -2.48408 1.54818 -1.33692
H 1.30732 -0.09673 1.14869

# 2
28
Properties=species:S:1:pos:R:3 method="wB97M-V/def2-TZVPD" total_charge=-1
N -0.19350 0.16236 0.14871
O -0.75050 -0.48364 1.11971
O -0.63550 0.08336 -1.00429
O 0.47150 1.20336 0.50771
O -3.42850 -0.05764 -1.11229
H -2.52650 0.10536 -1.10029
H -3.69350 -0.22564 -1.90829
O -3.08650 -0.62464 2.67471
H -2.33550 -0.64264 2.05771
H -3.33750 -1.47064 2.94671
O 0.56950 2.81536 2.79171
H 1.33450 2.56036 3.49371
H 0.71250 2.25036 1.93371
O -0.02050 1.54936 -3.14929
H -0.22450 1.11336 -2.34829
H -0.77850 1.54636 -3.78029
O 0.12850 -3.15864 0.49171
H 1.08450 -3.34464 0.65571
H -0.26550 -2.24564 0.41171
O 2.66250 -0.64064 1.80271
H 1.73250 -0.76164 2.12571
H 3.26250 -0.86864 2.65971
O 2.80750 2.27536 -0.59429
H 2.70450 2.00036 -1.45629
H 1.91150 1.95136 -0.29629
O 0.41650 -1.97664 -3.18429
H 1.45750 -1.95364 -3.09729
H 0.02050 -1.16164 -2.79029

# 3
95
Properties=species:S:1:pos:R:3 method="wB97M-V/def2-TZVPD"
C 0.78464 0.43563 4.26011
C 1.12823 1.61404 3.36713
C 1.79066 1.32905 1.89472
O 2.25407 -0.08607 1.74158
C 1.90945 -0.35880 0.33366
O 1.74074 -1.62446 -0.12805
O 1.73568 0.92372 -0.42564
C 0.90771 1.72990 0.53223
C 0.98147 3.37643 0.41358
C -0.00972 3.96432 -0.79705
N -1.21591 4.57124 -0.49282
C -0.63800 1.16427 0.75691
C -1.26389 0.43560 -0.59506
C -2.88449 0.17876 -0.51038
C -3.32173 -1.29381 0.06046
C -3.14165 -1.49702 1.67791
C -4.41934 -1.01934 2.58787
C -5.07519 0.42333 2.16512
C -4.15804 1.70871 2.64171
C -4.60378 2.37097 4.07406
H 1.55958 -0.40344 4.55146
H -0.33426 0.31704 4.65876
H 0.85614 2.67066 3.81129
H 2.82628 1.89690 1.89598
H 2.06784 3.80031 0.27908
H 0.57929 3.86997 1.42017
H 0.40023 3.83725 -1.89027
H -1.31918 4.55444 0.54027
H -1.32213 2.04818 1.14577
H -0.53046 0.28626 1.55855
H -1.10214 1.21010 -1.48920
H -0.66380 -0.52543 -0.89761
H -3.28168 0.22773 -1.63566
H -3.37132 1.09167 0.03729
H -2.64353 -2.10754 -0.46827
H -4.43854 -1.51881 -0.20730
H -3.03200 -2.67291 1.85356
H -2.18177 -1.01269 2.13915
H -5.23253 -1.88626 2.67838
H -4.00393 -0.88297 3.69704
H -6.12661 0.50286 2.71944
H -5.32689 0.41085 1.01485
H -4.25175 2.51047 1.76140
H -3.00773 1.39272 2.63096
H -3.71273 2.14959 4.83381
H -4.66402 3.54821 3.89819
H -5.62462 1.90013 4.41029
C 4.65345 4.93851 7.40199
O 5.54635 4.12498 6.64357
C 5.06591 3.74863 5.43167
O 3.97515 4.04447 4.96919
O 6.00926 2.98617 4.82333
C 5.63827 2.51554 3.52908
H 5.13979 5.17995 8.35114
H 4.44249 5.87484 6.87530
H 3.72682 4.39693 7.61793
H 5.46661 3.35492 2.84755
H 4.75102 1.87706 3.59016
H 6.46561 1.91781 3.13686
C -5.98445 0.09597 -5.81647
O -5.08083 -0.96942 -6.10413
C -4.52802 -1.54436 -5.00640
O -4.74106 -1.22737 -3.84654
O -3.69717 -2.53320 -5.42260
C -3.04051 -3.23123 -4.36630
H -6.36597 0.48121 -6.76608
H -6.83250 -0.26586 -5.22613
H -5.46862 0.91002 -5.29703
H -3.77078 -3.72603 -3.71793
H -2.40694 -2.55023 -3.78888
H -2.40241 -3.99832 -4.81357
C 5.12275 0.26233 -0.93772
O 6.00254 0.84071 -1.89989
C 6.76737 1.85332 -1.41947
O 6.75428 2.28179 -0.27605
O 7.54941 2.30664 -2.43151
C 8.41399 3.38140 -2.06873
H 4.56072 -0.53583 -1.43044
H 5.69000 -0.17622 -0.11036
H 4.41070 1.00753 -0.56864
H 9.11278 3.06765 -1.28657
H 7.83354 4.25133 -1.74488
H 8.99186 3.66354 -2.95309
C -2.17268 -9.25999 -6.17535
O -2.13830 -8.02726 -5.45875
C -1.02618 -7.85265 -4.70122
O -0.09878 -8.64013 -4.59654
O -1.12449 -6.65007 -4.08035
C -0.01554 -6.32987 -3.24257
H -3.10469 -9.29315 -6.74627
H -1.33582 -9.32121 -6.87859
H -2.16206 -10.10880 -5.48399
H 0.90757 -6.27399 -3.82847
H 0.08132 -7.06151 -2.43393
H -0.20039 -5.34825 -2.79772

# 4
84
Properties=species:S:1:pos:R:3 method="wB97M-V/def2-TZVPD" total_charge=+1
Ca -0.06667 -0.34187 0.44453
I -5.11491 1.50480 0.36295
C -4.39093 -0.18495 1.32653
C -5.30451 -0.98650 2.03411
C -4.90766 -2.10135 2.71630
I -6.34061 -3.22177 3.73705
C -3.53546 -2.47250 2.71058
C -3.01873 -3.60149 3.38113
C -1.68042 -3.88298 3.31058
C -0.85798 -3.03455 2.55849
N -1.29412 -1.97043 1.91831
C -2.62024 -1.66848 1.98870
C -3.03820 -0.47912 1.28633
O -2.14594 0.21816 0.65037
H -6.34761 -0.69824 2.02633
H -3.68998 -4.23614 3.94309
H -1.25167 -4.73961 3.81085
H 0.20142 -3.25560 2.48227
C 3.20442 -0.08435 -2.15269
P 1.80486 -1.24533 -1.91728
C 0.92233 -1.06343 -3.50888
C 2.64566 -2.84829 -2.19361
H 3.47665 -0.00658 -3.20657
H 4.07726 -0.44914 -1.60648
H 2.95954 0.90772 -1.77895
H 1.59582 -1.25411 -4.34542
H 0.53624 -0.04720 -3.60438
H 0.08182 -1.75509 -3.56739
H 3.14450 -2.85823 -3.16396
H 1.92746 -3.66818 -2.16243
H 3.39673 -3.02193 -1.42386
C -0.63877 4.49672 -3.54652
C 0.07170 3.17886 -3.25832
C 1.55964 3.41064 -3.01387
Sb -0.83977 1.97848 -1.69342
C -1.85854 3.42290 -0.44607
C -2.93218 4.31832 -1.05160
C -0.79736 4.25887 0.27085
C -2.26759 0.94288 -2.96425
C -2.66717 -0.41076 -2.38834
C -3.49209 1.72994 -3.41237
H -0.21295 4.95332 -4.44471
H -0.50242 5.20702 -2.72882
H -1.71023 4.37617 -3.70823
H -0.03834 2.53863 -4.14124
H 1.73515 3.95132 -2.07972
H 1.98546 4.01205 -3.82216
H 2.12064 2.47710 -2.96945
H -2.32854 2.76286 0.28569
H -2.49768 5.14357 -1.61622
H -3.52439 4.75552 -0.24202
H -3.61775 3.78347 -1.71078
H -0.24298 4.89295 -0.42659
H -0.06991 3.64360 0.80732
H -1.26833 4.91976 1.00288
H -1.63884 0.76980 -3.84601
H -3.30270 -0.29752 -1.50570
H -1.79598 -1.00875 -2.09564
H -3.21844 -0.98870 -3.13497
H -4.15339 1.93866 -2.56769
H -4.06551 1.14017 -4.13378
H -3.23253 2.67482 -3.89036
C 1.93622 0.13957 4.46928
C 2.23513 -1.25707 3.93287
P 2.35163 -1.26914 2.09888
C 2.65726 -3.03561 1.62723
C 3.08918 -3.99464 2.73442
C 3.98754 -0.49447 1.75722
C 5.22657 -1.21748 2.27384
H 1.86770 0.12583 5.55663
H 0.98666 0.51636 4.08239
H 2.71627 0.85433 4.20133
H 1.43194 -1.94241 4.21600
H 3.15127 -1.65356 4.37221
H 3.42579 -2.99800 0.84823
H 1.76571 -3.42131 1.12809
H 4.00195 -3.66147 3.22730
H 3.27451 -4.98750 2.32428
H 2.32103 -4.09579 3.50352
H 3.94017 0.51492 2.17404
H 4.04575 -0.35319 0.67123
H 5.23515 -1.27186 3.36311
H 6.12962 -0.68910 1.96769
H 5.29563 -2.23429 1.88571

# 5
8
Properties=species:S:1:pos:R:3 method="wB97M-V/def2-TZVPD" total_charge=-2
N -0.74682 -0.00002 -11.15936
O -0.76659 -0.97955 -10.38793
O -1.81766 0.41426 -11.67484
O 0.31762 0.61178 -11.37837
N -0.37325 -3.35223 -12.00433
O -0.69753 -3.99282 -10.97965
O -1.22911 -2.87834 -12.76773
O 0.84045 -3.26098 -12.31571

Relative energy (zero: lowest compared OMol25 entry of this formula, charge and spin): 197.2 282.9 919.4 43.5 227.2 (kJ/mol)
HOMO level: -8.40 -7.33 -8.73 -9.83 -0.50 (eV)